Here is the ion C8H17N2 with charge +1 at a distorted geometry from the OMol25 dataset. Energies are from ωB97M-V/def2-TZVPD.

Properties
**HOMO level (alpha / beta)**: -13.70 / -12.77 eV
**Relative energy (zero: lowest compared OMol25 entry of this formula, charge and spin)**: 151.97 kcal per mole
**Orbital gap (alpha / beta)**: 9.7 / 8.6 eV
**Structure (SMILES)**: CCC1=N[C@H](C)C[N+]1(C)C
**LUMO level (alpha / beta)**: -4.027 / -4.146 eV

The geometry in ORCA input format:
```
! RIJCOSX wB97M-V def2-TZVPD def2/J DEFGRID3
* xyz 1 1
C -2.23 2.09 0.42
C -2.02 0.60 0.73
C -0.61 0.37 0.49
N 0.69 1.60 0.39
C 1.89 0.84 0.33
C 2.71 1.04 -0.92
C 1.53 -0.64 0.87
N 0.11 -0.88 0.42
C -0.55 -2.06 1.04
C -0.01 -1.08 -1.07
H -2.01 2.38 -0.55
H -1.62 2.73 0.98
H -3.35 2.35 0.53
H -2.68 -0.10 0.07
H -2.29 0.23 1.83
H 2.43 1.28 1.17
H 2.17 1.39 -1.83
H 3.27 0.12 -1.10
H 3.55 1.83 -0.86
H 2.10 -1.51 0.51
H 1.49 -0.61 2.07
H 0.13 -2.84 1.22
H -0.97 -1.83 2.00
H -1.44 -2.46 0.52
H 0.30 -1.96 -1.51
H -0.99 -1.00 -1.35
H 0.48 -0.26 -1.67
*
```